The following is a DFT calculation (ωB97M-V/def2-TZVPD) of a molecular structure, C34H23FeN6O9Se.

energy relative to the best compared isomer or geometry (same formula, charge and spin): 1.974 eV
HOMO-LUMO gap (alpha / beta): 0.20526 / 0.20569 Ha

```
! RIJCOSX wB97M-V def2-TZVPD def2/J DEFGRID3
* xyz -2 2
Fe 0.22701 1.14095 -0.54850
O -2.47746 4.32595 -0.54247
C -3.58377 3.86586 0.07149
C -4.76771 4.59154 -0.06652
C -5.93628 4.13440 0.51437
C -5.94384 2.94344 1.23326
C -4.76376 2.23298 1.38136
C -3.56759 2.68666 0.83210
C -2.30425 1.91598 1.04024
O -1.27446 2.27724 0.33784
N -2.35339 0.96908 1.94504
N -1.12044 0.40076 1.97850
C -0.92360 -0.76291 2.42754
C 0.43293 -1.30165 2.27519
C 0.74449 -2.52944 2.85400
C 2.01136 -3.09027 2.77177
C 2.99995 -2.38583 2.09669
C 2.71849 -1.16971 1.49691
C 1.43407 -0.59446 1.52919
O 1.23128 0.56316 0.94337
H -1.81167 3.59322 -0.43102
H -4.74358 5.50106 -0.65378
H -6.85250 4.70116 0.38825
H -6.86364 2.56687 1.66360
H -4.73431 1.29962 1.92584
H -1.71231 -1.39807 2.85735
H -0.04273 -3.05215 3.39166
H 2.22162 -4.05271 3.22236
H 4.00313 -2.79218 2.02141
H 3.49526 -0.62485 0.97436
N 1.41334 0.02325 -1.81887
C 2.80738 -0.06357 -1.54026
C 3.43228 -1.30135 -1.58623
C 4.77213 -1.42663 -1.26158
C 5.48321 -0.29982 -0.87855
C 4.84778 0.93225 -0.83051
C 3.50183 1.08852 -1.16777
C 2.85672 2.42838 -1.07068
C 3.65717 3.54591 -1.34397
C 3.19693 4.83249 -1.14055
C 1.91860 5.01355 -0.62991
C 1.10713 3.91476 -0.39877
C 1.52749 2.60884 -0.65297
H 1.01235 -0.89261 -1.98485
H 1.21099 0.61145 -2.62574
H 2.85020 -2.17966 -1.84314
H 5.24238 -2.40159 -1.28054
H 6.52518 -0.38007 -0.59316
H 5.39535 1.79896 -0.48421
H 4.65432 3.39507 -1.74206
H 3.82701 5.68147 -1.37897
H 1.54126 6.01072 -0.43309
H 0.11603 4.07855 -0.00522
O -3.30492 -0.78375 -0.76096
C -2.11812 -1.07694 -0.69054
O -1.09745 -0.35424 -0.85960
C -1.79036 -2.54897 -0.39497
C -0.48251 -3.00974 -0.39619
C -0.23341 -4.34381 -0.12770
C -1.23052 -5.24619 0.17768
C -2.52348 -4.75274 0.17047
C -2.82459 -3.43339 -0.11664
N -3.61875 -5.69329 0.47262
O -3.32190 -6.84573 0.73797
O -4.75747 -5.27662 0.42976
N 1.15254 -4.84199 -0.20185
O 1.97167 -4.14481 -0.76104
O 1.39150 -5.93207 0.28766
H 0.32883 -2.32013 -0.57821
H -1.01459 -6.27836 0.39677
H -3.83913 -3.06192 -0.11895
Se -0.46115 2.79871 -5.15151
C -0.45173 2.26497 -3.42909
N -0.41383 1.90646 -2.32546
*
```